{"formula": "C19H43N3O3Se3Si2V", "method": "ωB97M-V with the def2-TZVPD basis set", "symbols": ["V", "O", "C", "C", "C", "O", "C", "Se", "C", "Se", "H", "H", "H", "H", "H", "H", "H", "H", "H", "H", "N", "N", "H", "H", "H", "H", "O", "C", "C", "C", "C", "C", "C", "N", "H", "H", "H", "H", "H", "H", "H", "H", "H", "H", "H", "C", "Si", "C", "C", "Se", "H", "H", "H", "H", "H", "H", "H", "H", "H", "C", "Si", "C", "C", "C", "C", "H", "H", "H", "H", "H", "H", "H", "H", "H"], "xyz": [[0.199, -0.324, 0.532], [2.415, 2.257, 4.225], [3.492, 1.354, 4.072], [3.386, 0.377, 2.883], [4.771, -0.293, 2.813], [4.879, -1.401, 1.944], [2.333, -0.703, 3.162], [0.456, -0.087, 3.196], [3.113, 1.186, 1.610], [2.744, 0.133, -0.013], [1.598, 1.750, 4.028], [3.622, 0.756, 4.987], [4.396, 1.965, 3.950], [5.038, -0.657, 3.813], [5.506, 0.482, 2.540], [4.327, -1.209, 1.159], [2.555, -1.164, 4.128], [2.392, -1.479, 2.403], [3.974, 1.832, 1.414], [2.251, 1.828, 1.774], [0.459, -1.387, -2.369], [-0.156, -0.274, -1.645], [0.183, -2.205, -1.829], [1.450, -1.300, -2.158], [-1.092, -0.141, -2.041], [0.358, 0.558, -1.928], [-0.278, 1.837, 0.241], [-0.682, 2.830, 0.819], [-1.324, 2.816, 2.178], [-2.764, 3.357, 2.016], [-3.432, 3.065, 0.655], [-3.123, 4.064, -0.475], [-1.687, 4.003, -0.989], [-0.745, 4.043, 0.149], [-0.748, 3.420, 2.884], [-1.304, 1.796, 2.545], [-2.785, 4.440, 2.187], [-3.371, 2.914, 2.809], [-4.513, 3.065, 0.806], [-3.181, 2.058, 0.306], [-3.336, 5.081, -0.116], [-3.791, 3.851, -1.313], [-1.470, 4.830, -1.666], [-1.524, 3.070, -1.528], [-1.022, 4.778, 0.789], [-5.844, -1.471, -2.469], [-5.130, 0.030, -1.559], [-6.612, 1.197, -1.336], [-4.687, -0.577, 0.173], [-3.455, 0.962, -2.640], [-6.692, -1.910, -1.932], [-5.071, -2.236, -2.582], [-6.174, -1.181, -3.469], [-7.432, 0.707, -0.799], [-6.982, 1.523, -2.312], [-6.321, 2.089, -0.778], [-5.528, -1.092, 0.648], [-4.396, 0.258, 0.816], [-3.839, -1.265, 0.134], [-1.887, -6.010, 1.193], [-0.233, -5.481, 0.471], [-0.140, -6.152, -1.285], [1.123, -6.313, 1.473], [-0.059, -3.696, 0.496], [0.029, -2.470, 0.538], [-2.000, -7.098, 1.189], [-2.708, -5.574, 0.619], [-1.977, -5.655, 2.222], [-0.253, -7.240, -1.306], [0.821, -5.897, -1.739], [-0.925, -5.712, -1.903], [1.029, -7.403, 1.462], [1.084, -5.972, 2.510], [2.104, -6.045, 1.076]], "forces_ev_per_a": [[-0.1, 0.0, 0.0], [0.0, 0.0, 0.0], [0.0, 0.0, 0.0], [0.0, 0.0, 0.0], [0.0, 0.0, 0.0], [0.0, 0.0, 0.0], [0.0, 0.0, 0.0], [0.0, 0.0, 0.0], [0.0, 0.1, 0.0], [0.0, 0.0, 0.0], [0.0, 0.0, 0.0], [0.0, 0.0, 0.0], [0.0, 0.0, 0.0], [0.0, 0.0, 0.0], [0.0, 0.0, 0.0], [0.0, 0.0, 0.0], [0.0, 0.0, 0.0], [0.0, 0.0, 0.0], [0.0, 0.0, 0.0], [0.0, 0.0, 0.0], [0.0, 0.1, -0.1], [0.1, 0.0, -0.1], [0.0, 0.0, 0.0], [0.0, 0.0, 0.0], [0.0, -0.1, 0.1], [0.0, 0.0, 0.0], [0.0, -0.1, 0.0], [0.0, 0.0, 0.0], [0.0, 0.1, 0.0], [0.0, 0.0, 0.0], [0.1, 0.0, -0.1], [0.0, 0.0, 0.0], [0.0, 0.0, 0.0], [0.0, 0.1, 0.0], [0.0, 0.0, 0.0], [0.0, 0.0, 0.0], [0.0, 0.0, 0.0], [0.0, 0.0, 0.0], [0.0, 0.0, 0.0], [0.0, 0.0, 0.0], [0.0, 0.0, 0.0], [0.0, 0.0, 0.0], [0.0, 0.0, 0.0], [0.0, 0.0, 0.0], [0.0, 0.0, 0.0], [0.0, 0.0, 0.0], [-0.1, 0.0, 0.0], [0.0, 0.0, 0.0], [0.0, 0.0, 0.1], [0.0, 0.1, -0.1], [0.0, 0.0, 0.0], [0.0, 0.0, 0.0], [0.0, 0.0, 0.0], [0.0, 0.0, 0.0], [0.0, 0.0, 0.0], [0.0, 0.0, 0.0], [0.0, 0.0, 0.0], [0.0, 0.0, 0.0], [0.0, 0.0, 0.0], [0.0, 0.0, 0.0], [0.0, -0.1, 0.0], [0.0, 0.0, 0.0], [0.0, 0.0, 0.0], [-0.1, 0.1, 0.0], [0.1, 0.0, 0.0], [0.0, 0.0, 0.0], [0.0, 0.0, 0.0], [0.0, 0.0, 0.0], [0.0, 0.0, 0.0], [0.0, 0.0, 0.0], [0.0, 0.0, 0.0], [0.0, 0.0, 0.0], [0.0, 0.0, 0.0], [0.0, 0.0, 0.0]], "s2": 3.7636, "spin_multiplicity": 4, "gap_ha": [0.218, 0.239], "de_lowest_kcal_mol": 0.00, "total_charge": -2, "max_force_ev_per_a": 0.15}

{"formula": "C19H43O2P3Tm", "method": "ωB97M-V with the def2-TZVPD basis set", "symbols": ["Tm", "P", "P", "P", "H", "C", "C", "H", "C", "C", "C", "C", "C", "C", "C", "C", "C", "H", "H", "H", "H", "H", "H", "H", "H", "H", "H", "H", "H", "H", "H", "H", "H", "H", "H", "H", "H", "H", "H", "H", "H", "H", "H", "H", "H", "H", "C", "C", "C", "C", "C", "C", "O", "H", "H", "H", "H", "H", "H", "C", "C", "O", "H", "H", "H", "H", "H", "H"], "xyz": [[0.096, -0.910, 1.052], [0.812, 1.856, 1.330], [-2.471, 0.272, 1.555], [2.267, -0.365, -1.166], [-2.225, -1.905, -0.144], [-1.268, -2.359, 0.167], [-1.057, -2.799, 1.511], [-1.929, -2.896, 2.191], [0.396, 3.112, 0.052], [0.219, 2.748, 2.827], [2.616, 2.169, 1.507], [-4.088, -0.583, 1.289], [-2.564, 0.493, 3.374], [-2.922, 1.941, 0.953], [2.430, -1.725, -2.393], [4.079, -0.084, -0.833], [2.103, 1.022, -2.363], [-0.626, -2.792, -0.631], [-0.360, -3.644, 1.702], [0.410, 4.114, 0.506], [-0.607, 2.925, -0.345], [1.112, 3.083, -0.776], [0.873, 3.611, 3.014], [0.266, 2.078, 3.694], [-0.813, 3.097, 2.713], [2.898, 3.116, 1.025], [3.202, 1.361, 1.051], [2.871, 2.217, 2.573], [-4.843, -0.159, 1.970], [-3.995, -1.659, 1.479], [-4.423, -0.430, 0.254], [-3.578, 0.811, 3.643], [-1.839, 1.239, 3.716], [-2.348, -0.465, 3.864], [-3.996, 2.106, 1.104], [-2.708, 2.004, -0.122], [-2.361, 2.723, 1.473], [3.482, -2.020, -2.480], [2.058, -1.415, -3.375], [1.843, -2.581, -2.045], [4.680, -0.612, -1.591], [4.337, -0.480, 0.159], [4.335, 0.986, -0.875], [2.454, 0.689, -3.349], [2.697, 1.890, -2.053], [1.048, 1.296, -2.459], [-1.553, 0.115, -3.813], [-2.384, 0.408, -4.900], [-2.290, -0.422, -6.015], [-1.628, -1.658, -5.954], [-1.116, -2.086, -4.726], [-1.091, -1.198, -3.633], [-0.890, 1.063, -3.094], [-1.386, 1.845, -2.857], [-3.038, 1.286, -4.826], [-2.666, -0.083, -6.976], [-1.546, -2.274, -6.855], [-0.643, -3.077, -4.641], [-0.635, -1.452, -2.677], [2.572, -1.846, 4.701], [1.358, -1.494, 3.857], [1.607, -1.835, 2.413], [2.871, -2.900, 4.660], [2.307, -1.673, 5.746], [3.447, -1.216, 4.488], [1.125, -0.423, 3.911], [0.475, -2.055, 4.171], [2.543, -2.098, 2.271]], "forces_ev_per_a": [[5.2, 5.7, 0.0], [0.3, 1.7, 0.3], [-1.3, 0.8, 0.8], [1.2, 0.4, -1.3], [0.6, 0.1, 0.2], [-2.5, -5.0, 2.1], [-3.7, -3.9, -3.7], [0.5, 1.1, -0.1], [-0.4, -0.3, -0.4], [-0.1, -0.3, 0.2], [0.3, -0.6, 0.0], [0.4, -0.4, -0.4], [0.4, -0.2, 0.0], [0.3, 0.1, -0.4], [-0.5, -0.8, 0.3], [0.1, -0.2, 0.9], [-0.8, 0.5, 0.2], [0.2, 0.7, 0.4], [0.4, 1.1, -0.2], [0.1, -0.3, 0.0], [0.2, 0.2, 0.0], [-0.2, 0.0, 0.2], [-0.2, -0.2, -0.1], [0.0, 0.3, 0.0], [0.3, 0.0, 0.1], [-0.2, -0.2, 0.2], [-0.1, 0.3, 0.2], [0.0, 0.0, -0.2], [0.4, -0.1, -0.2], [-0.2, 0.2, 0.0], [0.1, -0.1, 0.2], [0.3, 0.0, 0.0], [-0.2, -0.2, 0.0], [-0.1, 0.2, 0.1], [0.3, -0.1, 0.0], [-0.2, 0.1, 0.2], [-0.2, -0.2, -0.2], [-0.4, 0.0, 0.0], [0.0, -0.1, 0.3], [0.2, -0.2, -0.4], [-0.3, 0.2, 0.3], [0.3, 0.1, -0.3], [-0.2, -0.4, 0.1], [0.0, 0.1, 0.4], [-0.2, -0.2, 0.0], [0.4, 0.1, -0.2], [0.1, -1.4, -0.9], [0.3, 0.3, 0.2], [-0.1, -0.3, 0.1], [0.1, 0.1, 0.4], [0.1, -0.1, 0.1], [0.0, 0.3, -0.8], [-0.2, 0.1, 1.7], [-0.6, 0.4, -0.4], [0.6, 0.0, -0.6], [-0.4, -0.1, 0.3], [0.0, 0.2, 0.5], [-0.4, 0.5, 0.0], [0.3, 0.0, -0.2], [0.1, 0.2, 0.2], [0.6, -0.4, 0.3], [0.1, 0.4, 0.0], [-0.3, 0.1, -0.3], [0.0, 0.1, 0.0], [-0.3, -0.1, -0.1], [0.2, -0.1, -0.1], [0.1, -0.1, -0.2], [-0.6, 0.1, 0.2]], "s2": 2.0038, "spin_multiplicity": 3, "gap_ha": [0.103, 0.104], "total_charge": 3, "max_force_ev_per_a": 7.69}

{"formula": "C19H43OOsP3S2", "method": "ωB97M-V with the def2-TZVPD basis set", "symbols": ["Os", "P", "P", "P", "H", "C", "C", "H", "C", "C", "C", "C", "C", "C", "C", "C", "C", "H", "H", "H", "H", "H", "H", "H", "H", "H", "H", "H", "H", "H", "H", "H", "H", "H", "H", "H", "H", "H", "H", "H", "H", "H", "H", "H", "H", "H", "C", "C", "C", "C", "C", "C", "S", "H", "H", "H", "H", "H", "H", "C", "S", "C", "O", "H", "H", "H", "H", "H", "H"], "xyz": [[-0.602, 0.051, 0.536], [-2.293, 1.615, 0.753], [-0.358, -0.241, 2.870], [-1.992, -1.710, 0.222], [3.754, -1.071, -5.796], [2.818, -1.481, -6.211], [1.927, -0.591, -6.670], [2.128, 0.481, -6.495], [-1.561, 3.288, 0.792], [-3.400, 1.587, 2.218], [-3.458, 1.703, -0.668], [1.136, -1.248, 3.187], [0.006, 1.291, 3.832], [-1.695, -1.015, 3.836], [-2.289, -2.192, -1.543], [-3.696, -1.574, 0.887], [-1.313, -3.244, 0.966], [2.710, -2.565, -6.275], [1.058, -0.880, -7.260], [-1.157, 3.518, -0.205], [-0.735, 3.315, 1.515], [-2.328, 4.030, 1.062], [-2.842, 1.734, 3.150], [-3.941, 0.637, 2.283], [-4.140, 2.396, 2.125], [-2.948, 2.112, -1.550], [-4.297, 2.364, -0.406], [-3.865, 0.721, -0.938], [1.300, -1.376, 4.267], [2.021, -0.765, 2.745], [1.011, -2.239, 2.734], [-0.135, 1.120, 4.911], [-0.644, 2.119, 3.518], [1.053, 1.584, 3.652], [-1.405, -1.086, 4.890], [-1.914, -2.024, 3.478], [-2.608, -0.413, 3.785], [-2.881, -3.120, -1.528], [-1.337, -2.387, -2.063], [-2.843, -1.412, -2.090], [-4.246, -2.477, 0.597], [-4.223, -0.712, 0.464], [-3.686, -1.499, 1.979], [-1.749, -4.093, 0.426], [-1.533, -3.348, 2.035], [-0.227, -3.253, 0.809], [1.105, -0.292, -2.280], [1.632, -1.558, -1.963], [2.862, -1.922, -2.543], [3.563, -1.025, -3.359], [3.051, 0.255, -3.637], [1.771, 0.560, -3.202], [-0.410, 0.362, -1.770], [0.607, -1.047, 0.386], [1.063, -2.224, -1.298], [3.262, -2.919, -2.371], [4.458, -1.365, -3.881], [3.586, 0.982, -4.271], [1.189, 1.388, -3.603], [2.754, 3.467, 1.408], [2.389, 1.971, 0.448], [3.602, 0.890, 1.230], [1.007, 1.527, 1.035], [1.998, 4.206, 1.137], [3.748, 3.817, 1.107], [2.697, 3.246, 2.477], [3.448, 0.937, 2.311], [3.426, -0.122, 0.857], [4.612, 1.213, 0.954]], "forces_ev_per_a": [[4.2, 3.2, 1.1], [-3.2, 1.4, 0.1], [0.7, -0.8, 2.0], [-1.8, -2.5, -0.5], [-0.4, -0.5, -0.6], [2.9, -1.9, 1.1], [-2.1, 2.7, -1.3], [-0.4, -0.6, -0.2], [0.5, 0.1, 0.0], [0.0, 0.0, -0.1], [0.0, 0.1, 0.1], [-0.1, -0.1, 0.0], [0.0, 0.4, -0.4], [-0.1, -0.1, -0.1], [0.2, 0.2, 0.2], [0.2, 0.1, 0.0], [0.1, 0.1, -0.3], [-0.1, 0.2, 0.1], [0.1, 0.1, 0.0], [-0.1, 0.0, 0.3], [-0.3, 0.1, -0.2], [0.2, -0.3, -0.1], [-0.1, 0.0, -0.2], [0.1, 0.3, 0.0], [0.2, -0.2, 0.0], [-0.1, 0.0, 0.2], [0.2, -0.1, -0.2], [0.1, 0.2, 0.1], [-0.1, 0.1, -0.3], [-0.4, -0.2, 0.2], [0.1, 0.2, 0.1], [0.0, -0.2, -0.4], [0.2, -0.2, 0.2], [-0.5, -0.2, 0.0], [0.1, 0.0, -0.2], [0.0, 0.2, 0.1], [0.2, -0.1, 0.0], [0.1, 0.3, 0.0], [-0.4, 0.0, 0.2], [0.2, -0.3, 0.3], [0.2, 0.1, 0.1], [0.1, -0.3, 0.1], [0.0, -0.1, -0.3], [0.0, 0.1, 0.2], [0.0, 0.1, -0.4], [-0.3, -0.1, 0.1], [-0.6, 0.3, -0.4], [1.0, -0.5, -0.1], [-1.1, -0.1, 0.7], [0.0, 0.1, -0.1], [-0.2, 0.3, -0.6], [0.1, 0.0, -0.3], [0.4, -0.1, -0.8], [-0.1, -1.1, 0.2], [0.5, 0.3, -0.4], [0.0, 0.2, 0.0], [0.1, 0.2, 0.6], [-0.2, -0.5, 0.3], [0.5, 0.2, 0.3], [-0.4, -0.2, -0.4], [0.3, 0.3, 0.7], [-0.3, -0.1, -0.1], [-0.6, -0.8, -0.7], [0.1, 0.0, 0.0], [-0.1, -0.1, 0.1], [0.1, -0.1, -0.2], [0.2, 0.0, -0.1], [0.1, 0.1, 0.0], [-0.2, 0.1, 0.0]], "s2": 6.0335, "spin_multiplicity": 5, "gap_ha": [0.325, 0.169], "de_lowest_kcal_mol": 0.00, "total_charge": 4, "max_force_ev_per_a": 5.42}

{"formula": "C19H43OOsP3Se", "method": "ωB97M-V with the def2-TZVPD basis set", "symbols": ["Os", "P", "P", "P", "H", "C", "C", "H", "C", "C", "C", "C", "C", "C", "C", "C", "C", "H", "H", "H", "H", "H", "H", "H", "H", "H", "H", "H", "H", "H", "H", "H", "H", "H", "H", "H", "H", "H", "H", "H", "H", "H", "H", "H", "H", "H", "C", "C", "C", "C", "C", "C", "Se", "H", "H", "H", "H", "H", "H", "C", "C", "O", "H", "H", "H", "H", "H", "H"], "xyz": [[0.379, -0.487, 0.636], [-1.011, -2.141, 1.273], [1.849, -0.576, 2.434], [1.665, -1.596, -0.790], [-2.732, 4.453, -6.043], [-2.717, 3.499, -6.594], [-3.751, 2.641, -6.567], [-4.691, 2.888, -6.056], [-2.452, -1.607, 2.255], [-0.350, -3.498, 2.320], [-1.790, -3.008, -0.139], [3.107, 0.769, 2.525], [1.067, -0.421, 4.089], [2.940, -2.044, 2.696], [0.920, -1.469, -2.443], [1.962, -3.393, -0.540], [3.355, -0.944, -0.989], [-1.826, 3.286, -7.207], [-3.703, 1.692, -7.118], [-2.927, -0.749, 1.771], [-2.156, -1.317, 3.267], [-3.164, -2.440, 2.307], [-0.002, -3.121, 3.290], [0.480, -4.001, 1.811], [-1.150, -4.233, 2.496], [-2.302, -2.274, -0.773], [-2.527, -3.735, 0.232], [-1.035, -3.532, -0.735], [3.724, 0.644, 3.429], [2.611, 1.748, 2.566], [3.766, 0.745, 1.649], [1.793, -0.695, 4.872], [0.188, -1.073, 4.182], [0.742, 0.618, 4.240], [3.574, -1.868, 3.580], [3.596, -2.219, 1.834], [2.336, -2.940, 2.882], [1.389, -2.205, -3.106], [1.043, -0.459, -2.856], [-0.153, -1.677, -2.364], [2.598, -3.752, -1.363], [1.019, -3.949, -0.554], [2.476, -3.577, 0.410], [3.893, -1.550, -1.732], [3.922, -0.964, -0.050], [3.285, 0.092, -1.335], [0.336, 2.096, -1.839], [-0.961, 1.762, -2.237], [-1.431, 2.172, -3.484], [-0.595, 2.901, -4.327], [0.728, 3.175, -3.970], [1.219, 2.749, -2.739], [0.919, 1.829, -0.053], [-0.838, 0.370, -0.092], [-1.591, 1.193, -1.563], [-2.446, 1.930, -3.784], [-0.976, 3.256, -5.282], [1.375, 3.732, -4.662], [2.254, 2.928, -2.442], [-1.985, 2.980, 4.268], [-2.115, 1.664, 3.513], [-1.014, 1.399, 2.624], [-2.723, 3.010, 5.077], [-0.978, 3.084, 4.694], [-2.185, 3.817, 3.599], [-2.097, 0.819, 4.214], [-3.072, 1.617, 2.962], [-1.066, 1.955, 1.829]], "forces_ev_per_a": [[0.4, 1.9, 1.2], [-2.7, -2.3, 0.5], [2.1, 0.2, 3.0], [1.7, -1.6, -1.8], [-0.1, -0.4, -0.2], [3.1, 2.8, -0.4], [-3.2, -2.5, -0.3], [0.3, -0.1, -0.2], [0.2, 0.5, -0.1], [0.6, 0.1, -0.2], [0.2, 0.2, 0.0], [-0.2, 0.2, -0.5], [-0.5, 0.1, -0.1], [-0.3, -0.3, -0.5], [-0.3, 0.2, 0.1], [-0.3, 0.2, 0.2], [-0.1, 0.3, 0.2], [-0.5, 0.2, 0.1], [0.0, 0.3, 0.3], [0.0, -0.1, 0.1], [0.0, -0.1, -0.2], [0.2, 0.1, 0.0], [-0.1, -0.1, -0.3], [-0.2, 0.0, 0.2], [0.1, 0.3, -0.1], [0.1, -0.2, 0.1], [0.2, 0.2, -0.1], [-0.3, 0.0, 0.1], [-0.3, -0.1, -0.2], [0.1, -0.2, 0.0], [-0.1, 0.0, 0.2], [-0.1, 0.1, -0.4], [0.2, 0.2, 0.0], [0.1, -0.4, -0.1], [-0.3, 0.2, -0.3], [-0.1, 0.0, 0.3], [0.2, 0.2, -0.1], [0.0, 0.1, 0.1], [0.1, -0.3, 0.1], [0.1, -0.1, -0.2], [-0.2, 0.2, 0.2], [0.3, 0.1, 0.0], [-0.1, 0.0, -0.2], [-0.2, 0.1, 0.1], [-0.1, 0.0, -0.2], [0.2, -0.1, 0.0], [0.6, 0.1, 0.3], [-0.8, 0.0, -0.6], [0.2, -0.3, 0.6], [0.1, -0.1, 0.3], [0.6, 0.1, 0.0], [-0.1, 0.4, 0.0], [0.4, 0.4, -1.3], [-0.6, -0.6, 0.1], [-0.2, 0.2, -0.2], [0.1, 0.0, 0.2], [0.3, 0.0, 0.2], [-0.2, -0.3, 0.4], [-0.3, 0.2, -0.2], [0.2, -0.3, -0.3], [-0.9, -0.2, 0.7], [0.9, -0.2, -1.5], [0.1, 0.0, -0.1], [-0.3, 0.0, 0.0], [0.1, 0.1, 0.1], [0.0, 0.2, -0.1], [0.4, 0.0, 0.2], [-0.4, 0.2, 0.7]], "s2": 6.0312, "spin_multiplicity": 5, "gap_ha": [0.292, 0.170], "total_charge": 4, "max_force_ev_per_a": 4.12}